1.
{
  "formula": "C31H71F4O8PSi",
  "method": "ωB97M-V with the def2-TZVPD basis set",
  "symbols": ["C", "C", "P", "C", "Si", "C", "C", "C", "C", "O", "O", "C", "O", "C", "C", "F", "F", "C", "F", "F", "H", "H", "H", "H", "H", "H", "H", "H", "H", "H", "H", "H", "H", "H", "H", "H", "H", "H", "H", "H", "H", "C", "C", "O", "C", "C", "H", "H", "H", "H", "H", "H", "H", "H", "H", "H", "C", "C", "O", "C", "C", "H", "H", "H", "H", "H", "H", "H", "H", "H", "H", "C", "C", "O", "C", "C", "H", "H", "H", "H", "H", "H", "H", "H", "H", "H", "C", "C", "O", "C", "C", "H", "H", "H", "H", "H", "H", "H", "H", "H", "H", "C", "C", "O", "C", "C", "H", "H", "H", "H", "H", "H", "H", "H", "H", "H"],
  "xyz": [[-4.388, 3.502, -4.994], [-3.109, 3.485, -4.188], [-2.028, 1.977, -4.408], [-2.358, 1.283, -6.082], [-2.706, 0.557, -2.826], [-1.614, 0.757, -1.322], [-1.805, 2.117, -0.657], [-1.986, 1.839, 0.854], [-2.052, 3.060, 1.706], [-3.020, 3.606, 1.924], [-0.904, 3.559, 2.227], [-4.520, 0.972, -2.430], [-5.074, 0.092, -1.463], [-6.443, 0.341, -1.301], [-2.698, -1.293, -3.352], [-3.574, -1.508, -4.318], [-3.123, -2.002, -2.298], [-1.365, -1.878, -3.690], [-1.562, -3.046, -4.272], [-0.695, -1.125, -4.532], [-4.248, 3.238, -6.025], [-5.151, 2.873, -4.587], [-4.774, 4.506, -4.983], [-2.503, 4.310, -4.515], [-3.320, 3.643, -3.149], [-3.394, 1.267, -6.359], [-1.789, 1.861, -6.776], [-1.993, 0.278, -6.155], [-1.893, -0.005, -0.613], [-0.585, 0.584, -1.589], [-2.695, 2.574, -1.040], [-0.961, 2.756, -0.802], [-2.915, 1.322, 0.933], [-1.180, 1.180, 1.128], [-0.221, 2.884, 2.131], [-4.589, 1.983, -2.052], [-5.040, 0.901, -3.371], [-6.605, 1.233, -0.708], [-6.942, 0.453, -2.248], [-6.913, -0.479, -0.798], [-0.774, -2.089, -2.821], [2.737, -5.453, -0.535], [1.525, -4.638, -0.953], [1.738, -3.836, -2.098], [2.086, -4.513, -3.299], [1.062, -5.521, -3.806], [3.591, -4.799, -0.349], [2.519, -6.014, 0.375], [3.033, -6.168, -1.303], [1.269, -3.949, -0.149], [0.652, -5.285, -1.099], [3.068, -4.988, -3.190], [2.202, -3.722, -4.039], [0.910, -6.348, -3.111], [1.395, -5.939, -4.757], [0.096, -5.037, -3.956], [3.332, 0.455, 2.094], [2.415, -0.105, 3.168], [1.341, -0.884, 2.658], [1.727, -2.030, 1.914], [2.561, -3.019, 2.710], [2.765, 1.064, 1.388], [4.108, 1.074, 2.545], [3.826, -0.335, 1.525], [1.955, 0.725, 3.708], [2.985, -0.680, 3.907], [2.247, -1.732, 0.996], [0.802, -2.516, 1.605], [3.506, -2.586, 3.042], [2.790, -3.894, 2.101], [2.018, -3.346, 3.599], [2.572, 6.184, -1.800], [1.441, 6.888, -2.532], [0.181, 6.265, -2.377], [-0.310, 6.161, -1.053], [-0.503, 7.507, -0.376], [2.653, 5.148, -2.131], [3.519, 6.690, -1.996], [2.418, 6.176, -0.720], [1.645, 6.876, -3.603], [1.386, 7.942, -2.237], [0.334, 5.498, -0.463], [-1.279, 5.662, -1.111], [0.435, 8.054, -0.275], [-0.919, 7.369, 0.623], [-1.186, 8.128, -0.957], [0.656, -9.545, 4.126], [1.025, -8.179, 3.571], [1.308, -8.178, 2.185], [0.258, -8.600, 1.333], [-0.997, -7.751, 1.443], [1.455, -10.262, 3.933], [0.494, -9.482, 5.202], [-0.256, -9.937, 3.675], [1.936, -7.830, 4.058], [0.246, -7.444, 3.804], [0.030, -9.658, 1.506], [0.647, -8.529, 0.317], [-1.434, -7.792, 2.441], [-1.750, -8.099, 0.735], [-0.770, -6.706, 1.225], [2.313, 3.399, 6.383], [3.316, 3.469, 5.243], [2.783, 3.989, 4.044], [2.272, 5.311, 4.108], [3.300, 6.352, 4.516], [1.450, 2.797, 6.095], [2.774, 2.952, 7.263], [1.946, 4.386, 6.666], [3.654, 2.459, 5.008], [4.206, 4.034, 5.542], [1.398, 5.350, 4.767], [1.913, 5.537, 3.104], [3.686, 6.175, 5.521], [2.853, 7.346, 4.501], [4.148, 6.340, 3.829]],
  "spin_multiplicity": 1,
  "fmax_ev_per_a": 7.40,
  "homo_ev": -7.98,
  "molar_mass_g_mol": 706.95,
  "homo_lumo_gap_ev": 8.53,
  "lumo_energy_ev": 0.6
}



2.
{
  "formula": "C31H73N11O7",
  "method": "ωB97M-V with the def2-TZVPD basis set",
  "symbols": ["C", "C", "C", "C", "C", "C", "N", "O", "C", "C", "C", "H", "H", "H", "H", "H", "H", "H", "H", "H", "H", "H", "H", "H", "H", "H", "H", "H", "H", "H", "C", "C", "C", "C", "C", "C", "N", "O", "C", "C", "C", "H", "H", "H", "H", "H", "H", "H", "H", "H", "H", "H", "H", "H", "H", "H", "H", "H", "H", "H", "C", "C", "C", "C", "C", "C", "N", "O", "C", "C", "C", "H", "H", "H", "H", "H", "H", "H", "H", "H", "H", "H", "H", "H", "H", "H", "H", "H", "H", "H", "C", "O", "N", "N", "H", "H", "H", "H", "C", "O", "N", "N", "H", "H", "H", "H", "C", "O", "N", "N", "H", "H", "H", "H", "C", "O", "N", "N", "H", "H", "H", "H"],
  "xyz": [[2.289, 7.709, 4.386], [2.711, 7.130, 2.967], [3.737, 8.098, 2.333], [5.141, 8.117, 2.982], [5.709, 6.657, 3.010], [4.784, 5.559, 3.572], [3.389, 5.757, 3.059], [2.528, 4.832, 3.575], [5.278, 4.204, 3.097], [4.886, 5.621, 5.124], [1.450, 7.037, 2.025], [3.173, 8.087, 4.898], [1.843, 6.958, 5.037], [1.612, 8.559, 4.297], [3.899, 7.686, 1.337], [3.333, 9.101, 2.197], [5.201, 8.502, 4.000], [5.720, 8.828, 2.393], [6.630, 6.601, 3.590], [5.968, 6.526, 1.959], [4.494, 3.480, 2.872], [5.910, 4.302, 2.215], [5.912, 3.749, 3.859], [5.908, 5.395, 5.428], [4.672, 6.579, 5.598], [4.213, 4.883, 5.560], [0.602, 6.655, 2.593], [1.715, 6.432, 1.157], [1.247, 8.078, 1.772], [2.256, 4.469, 2.728], [-9.573, 0.718, 1.464], [-8.770, 1.486, 0.378], [-8.308, 0.504, -0.695], [-9.335, 0.045, -1.793], [-10.015, 1.272, -2.503], [-10.518, 2.293, -1.385], [-9.514, 2.571, -0.324], [-9.830, 3.651, 0.487], [-10.977, 3.567, -2.118], [-11.847, 1.767, -0.778], [-7.549, 2.081, 1.092], [-8.980, -0.094, 1.886], [-10.456, 0.299, 0.983], [-9.837, 1.470, 2.208], [-7.512, 0.901, -1.325], [-7.919, -0.424, -0.276], [-10.104, -0.571, -1.327], [-8.933, -0.652, -2.528], [-10.908, 0.984, -3.059], [-9.383, 1.810, -3.210], [-10.167, 4.195, -2.489], [-11.586, 3.261, -2.968], [-11.531, 4.301, -1.532], [-11.890, 2.025, 0.280], [-12.739, 2.204, -1.226], [-12.009, 0.691, -0.839], [-7.765, 2.926, 1.746], [-6.829, 2.564, 0.431], [-7.039, 1.289, 1.640], [-9.324, 4.384, 0.128], [7.342, -9.519, 3.890], [7.022, -7.982, 3.676], [8.410, -7.434, 3.218], [8.344, -6.022, 2.699], [7.354, -5.945, 1.556], [5.865, -6.446, 1.928], [6.012, -7.856, 2.565], [4.759, -8.440, 2.943], [5.098, -5.421, 2.826], [5.055, -6.602, 0.558], [6.582, -7.377, 4.993], [8.239, -9.682, 4.487], [7.526, -9.982, 2.920], [6.561, -10.128, 4.346], [9.171, -7.472, 3.997], [8.856, -7.974, 2.383], [9.323, -5.752, 2.305], [7.979, -5.322, 3.451], [7.715, -6.560, 0.731], [7.303, -4.912, 1.210], [4.570, -4.639, 2.280], [4.341, -5.968, 3.388], [5.811, -4.815, 3.386], [4.995, -5.682, -0.024], [5.315, -7.371, -0.169], [3.982, -6.695, 0.725], [6.623, -6.290, 4.914], [7.300, -7.637, 5.771], [5.599, -7.716, 5.320], [4.775, -9.180, 2.332], [-0.742, -0.398, -1.722], [-0.075, 0.137, -0.951], [-1.160, -1.611, -1.650], [-0.965, 0.117, -2.886], [-1.424, -2.069, -2.511], [-0.874, -2.075, -0.800], [-0.437, 0.970, -3.003], [-1.620, -0.238, -3.568], [-0.659, -5.483, -6.845], [-1.689, -5.166, -6.289], [-0.474, -6.638, -7.393], [0.346, -4.641, -7.159], [-1.103, -7.398, -7.177], [0.363, -6.858, -7.914], [1.057, -5.002, -7.780], [0.276, -3.644, -7.009], [-5.846, -0.084, -8.565], [-5.112, 0.551, -7.906], [-5.646, -1.364, -8.715], [-7.034, 0.304, -9.079], [-6.366, -2.057, -8.857], [-4.753, -1.720, -8.403], [-7.275, 1.284, -9.048], [-7.417, -0.436, -9.650], [4.592, 2.373, -3.190], [4.771, 2.335, -4.415], [4.931, 1.496, -2.347], [3.960, 3.360, -2.643], [4.483, 1.514, -1.442], [5.362, 0.656, -2.705], [3.955, 3.435, -1.635], [3.685, 4.056, -3.320]],
  "spin_multiplicity": 1,
  "fmax_ev_per_a": 7.94,
  "homo_ev": -7.99,
  "molar_mass_g_mol": 712.00,
  "homo_lumo_gap_ev": 8.27,
  "lumo_energy_ev": 0.3
}



3.
{
  "formula": "C31H75BFN7O12P2",
  "method": "ωB97M-V with the def2-TZVPD basis set",
  "symbols": ["C", "C", "C", "C", "C", "O", "N", "C", "O", "F", "C", "O", "N", "C", "P", "C", "O", "P", "O", "O", "C", "B", "C", "O", "H", "H", "H", "H", "H", "H", "H", "H", "H", "H", "H", "H", "H", "H", "H", "H", "H", "H", "H", "H", "C", "C", "C", "O", "C", "N", "H", "H", "H", "H", "H", "H", "H", "H", "H", "H", "H", "C", "C", "C", "O", "C", "N", "H", "H", "H", "H", "H", "H", "H", "H", "H", "H", "H", "C", "C", "C", "O", "C", "N", "H", "H", "H", "H", "H", "H", "H", "H", "H", "H", "H", "C", "C", "C", "O", "C", "N", "H", "H", "H", "H", "H", "H", "H", "H", "H", "H", "H", "C", "C", "C", "O", "C", "N", "H", "H", "H", "H", "H", "H", "H", "H", "H", "H", "H"],
  "xyz": [[3.722, 2.630, 0.262], [4.096, 3.639, -0.976], [2.878, 4.622, -1.465], [1.451, 3.873, -1.759], [1.616, 2.677, -2.891], [1.210, 2.926, -4.167], [2.214, 1.309, -2.645], [1.319, 0.413, -1.818], [0.015, 0.195, -2.012], [1.964, -0.341, -0.687], [0.598, 5.090, -2.525], [0.963, 5.889, -3.531], [-0.766, 5.301, -1.907], [-1.106, 4.017, -1.184], [-2.472, 4.386, 0.149], [-2.867, 2.641, 0.897], [-3.890, 5.084, -0.584], [-1.867, 2.885, -2.524], [-1.801, 3.614, -4.122], [-3.558, 2.562, -2.252], [0.383, 3.603, -0.547], [0.586, 4.309, 0.923], [0.176, 3.367, 2.249], [1.053, 5.683, 1.190], [3.414, 3.314, 1.191], [4.661, 2.018, 0.600], [2.775, 1.986, 0.015], [4.976, 4.338, -0.598], [4.517, 3.056, -1.919], [2.830, 5.517, -0.713], [3.228, 5.090, -2.505], [3.195, 1.348, -2.290], [-0.874, 6.191, -1.333], [-1.889, 1.994, 0.678], [-3.745, 2.090, 0.352], [-3.037, 2.683, 2.071], [-4.413, 5.639, 0.085], [-2.143, 4.563, -4.062], [-4.022, 2.829, -3.116], [0.199, 2.465, -0.276], [1.048, 3.272, 3.026], [-0.830, 3.774, 2.745], [-0.096, 2.261, 1.895], [0.508, 6.376, 0.714], [10.279, 3.522, -2.521], [9.452, 2.670, -3.478], [7.930, 2.740, -3.210], [7.495, 1.974, -2.083], [7.670, 2.622, -0.832], [9.944, 1.283, -3.431], [10.376, 3.071, -1.530], [11.295, 3.653, -2.910], [9.838, 4.518, -2.401], [9.624, 3.059, -4.489], [7.416, 2.304, -4.076], [7.581, 3.776, -3.134], [7.524, 3.704, -0.901], [8.658, 2.393, -0.430], [6.931, 2.218, -0.134], [9.453, 0.739, -4.141], [9.617, 0.877, -2.549], [-0.867, -2.841, -0.780], [-0.827, -4.170, -0.033], [-0.251, -5.334, -0.873], [-1.155, -5.860, -1.849], [-1.214, -5.115, -3.056], [-2.177, -4.481, 0.463], [-1.680, -2.790, -1.509], [-1.021, -2.015, -0.078], [0.076, -2.658, -1.307], [-0.167, -4.034, 0.833], [-0.038, -6.167, -0.192], [0.705, -5.063, -1.336], [-0.245, -4.682, -3.323], [-1.973, -4.335, -2.976], [-1.523, -5.792, -3.857], [-2.126, -5.319, 1.043], [-2.734, -4.780, -0.343], [-7.087, -4.941, 1.567], [-5.691, -5.023, 2.177], [-5.562, -6.098, 3.281], [-6.136, -5.725, 4.537], [-7.540, -5.915, 4.619], [-5.306, -3.692, 2.674], [-7.804, -4.436, 2.220], [-7.059, -4.374, 0.630], [-7.475, -5.940, 1.340], [-5.001, -5.299, 1.370], [-4.494, -6.249, 3.481], [-5.952, -7.067, 2.949], [-7.873, -6.792, 4.057], [-8.058, -5.019, 4.274], [-7.802, -6.059, 5.672], [-4.338, -3.731, 2.992], [-5.836, -3.526, 3.535], [4.148, -4.637, -0.553], [5.268, -5.655, -0.746], [4.779, -7.013, -1.303], [4.129, -7.846, -0.339], [2.763, -7.529, -0.117], [5.986, -5.823, 0.527], [3.537, -4.843, 0.330], [4.566, -3.633, -0.422], [3.487, -4.611, -1.427], [5.966, -5.233, -1.480], [5.660, -7.579, -1.632], [4.149, -6.882, -2.191], [2.265, -7.182, -1.027], [2.678, -6.783, 0.675], [2.257, -8.435, 0.230], [6.792, -6.430, 0.369], [5.385, -6.378, 1.143], [-8.031, 4.018, 4.084], [-6.562, 4.388, 4.264], [-6.052, 5.413, 3.224], [-5.799, 4.861, 1.928], [-6.954, 4.722, 1.115], [-5.753, 3.159, 4.250], [-8.195, 3.333, 3.247], [-8.408, 3.516, 4.981], [-8.644, 4.911, 3.920], [-6.464, 4.851, 5.253], [-5.084, 5.793, 3.573], [-6.717, 6.281, 3.153], [-7.678, 5.525, 1.282], [-7.415, 3.748, 1.287], [-6.638, 4.755, 0.068], [-4.786, 3.402, 4.467], [-5.708, 2.837, 3.278]],
  "spin_multiplicity": 1,
  "fmax_ev_per_a": 9.82,
  "homo_ev": -7.79,
  "molar_mass_g_mol": 829.74,
  "homo_lumo_gap_ev": 7.19,
  "lumo_energy_ev": -0.6
}